# C19H23N3O3S

One molecule with the formula C19H23N3O3S (wB97M-V/def2-TZVPD, the Open Molecules 2025 dataset).

Atoms and positions in Å:
C1 3.708 2.616 -0.413
C2 2.691 1.712 -1.093
N1 1.355 2.301 -1.113
C3 0.672 2.630 -0.001
O1 1.118 2.748 1.117
C4 -0.844 2.774 -0.291
C5 -1.586 3.539 0.801
S1 -3.185 2.692 1.060
C6 -2.287 1.110 0.780
C7 -3.020 -0.076 0.258
C8 -4.029 -0.831 0.818
C9 -4.497 -1.926 0.103
C10 -3.962 -2.261 -1.134
C11 -2.945 -1.507 -1.697
C12 -2.482 -0.412 -0.989
C13 -1.456 0.584 -1.346
O2 -0.763 0.679 -2.348
N2 -1.384 1.430 -0.286
C14 2.620 0.333 -0.389
O3 3.371 0.011 0.500
N3 1.638 -0.444 -0.898
C15 1.147 -1.668 -0.287
C16 2.228 -2.758 -0.167
C17 1.922 -3.456 1.155
C18 1.514 -2.293 2.053
C19 0.620 -1.441 1.151
H1 3.422 2.778 0.622
H2 3.765 3.573 -0.926
H3 4.681 2.134 -0.431
H4 2.978 1.547 -2.138
H5 0.799 2.108 -1.939
H6 -1.001 3.215 -1.283
H7 -1.783 4.573 0.532
H8 -1.014 3.500 1.732
H9 -1.750 0.892 1.713
H10 -4.448 -0.571 1.778
H11 -5.292 -2.526 0.517
H12 -4.346 -3.120 -1.663
H13 -2.521 -1.754 -2.658
H14 1.071 -0.071 -1.646
H15 0.332 -2.013 -0.930
H16 3.203 -2.277 -0.103
H17 2.221 -3.433 -1.020
H18 1.088 -4.150 1.034
H19 2.779 -4.004 1.540
H20 2.400 -1.720 2.325
H21 1.004 -2.613 2.960
H22 -0.421 -1.766 1.220
H23 0.670 -0.386 1.419

The SMILES is C[C@H](NC(=O)[C@@H]1CS[C@H]2c3ccccc3C(=O)N12)C(=O)NC1CCCC1. As for the HOMO-LUMO gap: 9.2 eV. The highest occupied orbital energy is -9.157 eV. Its charge is 0. As for the molecular weight: 373.5 g/mol. Its energy above the lowest of the compared OMol25 structures with the same formula, charge and spin is 0.000 eV. The LUMO energy comes out at 0.08 eV.